9 unconnected molecules or ions with the total composition C30H81N3O16 in a non-equilibrium geometry. Source: the Open Molecules 2025 dataset; level of theory: ωB97M-V/def2-TZVPD.

Bonds (Å) are listed after each position.
Cartesian coordinates (Å):
1 O -2.17623 -3.42599 2.74252  C33 1.361, H66 0.952
2 O -0.17823 -1.44899 2.98852  C27 1.397, H113 0.968
3 O 0.23677 3.63401 -6.80848  C20 1.399, C39 1.243
4 O -0.08623 6.81001 2.90552  C21 1.451, H112 0.957
5 O -4.67223 -1.00099 3.38952  C23 1.401, H61 0.972
6 O -2.67023 -2.40699 -0.54948  C29 1.437, H111 0.982
7 O -2.14423 0.27101 -0.02748  C47 1.365, H85 0.976
8 O -0.91323 1.96001 2.83252  C28 1.396, H130 0.937
9 O 2.51377 1.43701 0.86652  C22 1.432, C37 1.388
10 O 2.07077 -5.46199 -0.77748  C30 1.397, C49 1.379
11 O 2.08577 -2.63099 2.08752  C46 1.381, H102 1.003
12 O 6.81677 -4.18899 -0.04248  C35 1.217, C40 1.421
13 O -5.58923 1.01601 -0.15248  C34 1.410, H124 0.937
14 O -0.60923 0.75901 -2.42148  C38 1.455, C44 1.206
15 O -1.91023 4.35201 -0.97348  C25 1.389, C31 1.393
16 O -2.34023 4.22001 3.95852  C42 1.356, H105 0.972
17 N -1.08023 4.28401 -4.40348  C32 1.473, C48 1.445, H77 0.995
18 N 1.11277 -2.24099 -1.99448  C24 1.491, C45 1.446, H115 1.064
19 N 4.21077 -1.71299 0.31152  C36 1.477, C43 1.435, H127 1.049
20 C 1.07277 4.07701 -7.83948  O3 1.399, H83 1.092, H94 1.091, H128 1.091
21 C -0.43823 5.50101 3.42452  O4 1.451, C42 1.448, H86 1.106, H122 1.100
22 C 2.71477 0.14101 0.29152  O9 1.432, C43 1.525, H63 1.106, H68 1.085
23 C -4.25723 -0.33999 4.55252  O5 1.401, C26 1.390, H67 1.075, H116 1.080
24 C 1.01977 -3.48899 -1.18348  N18 1.491, C49 1.450, H69 1.091, H95 1.070
25 C -1.31823 4.27001 0.28052  O15 1.389, H54 1.069, H65 1.106, H106 1.084
26 C -4.38023 1.03501 4.39452  C23 1.390, H75 1.063, H103 1.107, H129 1.109
27 C -0.05523 -0.09999 2.64752  O2 1.397, C28 1.418, H89 1.078, H90 1.105
28 C -1.07723 0.64901 3.28352  O8 1.396, C27 1.418, H58 1.097, H79 1.085
29 C -2.07823 -3.18799 0.50152  O6 1.437, C33 1.460, H51 1.057, H70 1.072
30 C 3.25177 -6.20599 -0.71448  O10 1.397, H57 1.054, H99 1.067, H100 1.084
31 C -1.03023 4.07501 -2.01748  O15 1.393, C48 1.520, H76 1.065, H81 1.126
32 C -1.75723 3.87501 -5.64648  N17 1.473, C39 1.464, H59 1.103, H62 1.066
33 C -2.88023 -2.92099 1.69252  O1 1.361, C29 1.460, H64 1.071, H73 1.110
34 C -4.43723 0.20301 -0.17548  O13 1.410, C47 1.470, H91 1.063, H114 1.117
35 C 5.72677 -3.65299 0.03852  O12 1.217, C36 1.498, H71 1.073, H108 1.083
36 C 5.55177 -2.26899 0.58452  N19 1.477, C35 1.498, H119 1.116, H121 1.076
37 C 1.45377 2.11701 0.28252  O9 1.388, H101 1.102, H110 1.082, H123 1.052
38 C -1.87423 0.53401 -3.10348  O14 1.455, H53 1.100, H60 1.043, H80 1.127
39 C -0.88923 4.16001 -6.79048  O3 1.243, C32 1.464, H72 1.091, H117 1.058
40 C 6.75177 -5.52799 -0.51348  O12 1.421, H52 1.063, H92 1.094, H96 1.114
41 C 1.41577 -4.32499 3.58052  C46 1.426, H50 1.079, H56 1.126, H118 1.087
42 C -1.86623 5.45501 3.65952  O16 1.356, C21 1.448, H87 1.124, H93 1.091
43 C 4.00177 -0.41699 0.89052  N19 1.435, C22 1.525, H78 1.095, H107 1.065
44 C 0.17977 -0.13999 -2.57548  O14 1.206, C45 1.496, H97 1.121, H98 1.065
45 C -0.00623 -1.36299 -1.73348  N18 1.446, C44 1.496, H74 1.075, H126 1.093
46 C 2.30277 -3.91699 2.54052  O11 1.381, C41 1.426, H104 1.023, H120 1.081
47 C -3.26923 1.00701 0.21152  O7 1.365, C34 1.470, H82 1.106, H88 1.095
48 C -1.92123 4.06201 -3.24948  N17 1.445, C31 1.520, H55 1.094, H125 1.082
49 C 2.26377 -4.21799 -1.34148  O10 1.379, C24 1.450, H84 1.107, H109 1.048
50 H 0.39177 -4.10699 3.32052  C41 1.079
51 H -1.07223 -2.89199 0.63152  C29 1.057
52 H 6.24377 -6.19899 0.13652  C40 1.063
53 H -1.68023 0.75001 -4.16448  C38 1.100
54 H -2.00623 4.50701 1.06352  C25 1.069
55 H -2.56023 3.18001 -3.34848  C48 1.094
56 H 1.44777 -5.42199 3.83252  C41 1.126
57 H 3.88477 -5.96399 0.09252  C30 1.054
58 H -2.04023 0.31601 2.87752  C28 1.097
59 H -1.88023 2.77901 -5.64548  C32 1.103
60 H -2.56123 1.29301 -2.90148  C38 1.043
61 H -5.20723 -1.75999 3.67652  O5 0.972
62 H -2.72023 4.29301 -5.83048  C32 1.066
63 H 2.79877 0.14101 -0.81148  C22 1.106
64 H -3.83323 -3.39799 1.58352  C33 1.071
65 H -0.95423 3.25501 0.52452  C25 1.106
66 H -1.55523 -2.73299 2.94452  O1 0.952
67 H -3.31423 -0.71299 4.90852  C23 1.075
68 H 1.83077 -0.46799 0.44952  C22 1.085
69 H 0.18777 -4.07799 -1.57148  C24 1.091
70 H -2.10423 -4.21999 0.21352  C29 1.072
71 H 5.01577 -4.22399 0.60352  C35 1.073
72 H -0.72923 5.23201 -6.91648  C39 1.091
73 H -3.02223 -1.82999 1.83952  C33 1.110
74 H -0.04823 -1.13299 -0.68448  C45 1.075
75 H -3.90123 1.48701 3.56052  C26 1.063
76 H -0.24823 4.79301 -2.10248  C31 1.065
77 H -0.26123 3.71901 -4.39948  N17 0.995
78 H 3.82277 -0.45099 1.97052  C43 1.095
79 H -1.09423 0.60501 4.36752  C28 1.085
80 H -2.32723 -0.49399 -3.00948  C38 1.127
81 H -0.45723 3.11601 -1.87948  C31 1.126
82 H -3.26823 1.24201 1.29252  C47 1.106
83 H 1.79077 3.31401 -8.14748  C20 1.092
84 H 2.57277 -4.34999 -2.39648  C49 1.107
85 H -1.62723 0.76801 -0.68948  O7 0.976
86 H 0.14977 5.28401 4.33552  C21 1.106
87 H -2.45623 5.81601 2.77352  C42 1.124
88 H -3.14123 1.96001 -0.31248  C47 1.095
89 H -0.13123 0.03801 1.58152  C27 1.078
90 H 0.97177 0.24101 2.87052  C27 1.105
91 H -4.62223 -0.60099 0.49452  C34 1.063
92 H 6.30977 -5.60099 -1.51148  C40 1.094
93 H -2.22423 6.07701 4.48152  C42 1.091
94 H 1.65877 4.90601 -7.43948  C20 1.091
95 H 0.94777 -3.30599 -0.13148  C24 1.070
96 H 7.81277 -5.86699 -0.54448  C40 1.114
97 H 0.34177 -0.43699 -3.64448  C44 1.121
98 H 1.11777 0.25301 -2.25948  C44 1.065
99 H 2.90877 -7.17599 -0.43348  C30 1.067
100 H 3.82877 -6.22899 -1.63148  C30 1.084
101 H 1.50977 2.23701 -0.81148  C37 1.102
102 H 2.83077 -2.37399 1.46652  O11 1.003
103 H -4.00623 1.57101 5.28752  C26 1.107
104 H 2.30677 -4.60099 1.77952  C46 1.023
105 H -3.30323 4.29301 3.85152  O16 0.972
106 H -0.50723 4.97001 0.44852  C25 1.084
107 H 4.84477 0.19601 0.66952  C43 1.065
108 H 5.40677 -3.60999 -0.99548  C35 1.083
109 H 2.98777 -3.62699 -0.86748  C49 1.048
110 H 0.57977 1.50901 0.47652  C37 1.082
111 H -2.54423 -1.46099 -0.31648  O6 0.982
112 H 0.84977 6.74601 2.71852  O4 0.957
113 H 0.63777 -1.94699 2.83752  O2 0.968
114 H -4.29523 -0.17299 -1.21748  C34 1.117
115 H 1.11977 -2.57599 -3.00448  N18 1.064
116 H -4.96423 -0.60299 5.32552  C23 1.080
117 H -1.43323 3.88001 -7.65348  C39 1.058
118 H 1.71077 -3.84799 4.51152  C41 1.087
119 H 6.34977 -1.54099 0.30252  C36 1.116
120 H 3.30377 -3.97699 2.94352  C46 1.081
121 H 5.66277 -2.20899 1.65352  C36 1.076
122 H -0.17423 4.67801 2.74452  C21 1.100
123 H 1.27477 3.04901 0.73652  C37 1.052
124 H -6.26423 0.43901 0.14552  O13 0.937
125 H -2.55423 4.93501 -3.15748  C48 1.082
126 H -0.95023 -1.74399 -2.13048  C45 1.093
127 H 4.06477 -1.58499 -0.71948  N19 1.049
128 H 0.61377 4.51701 -8.72648  C20 1.091
129 H -5.45123 1.32101 4.40152  C26 1.109
130 H -1.44123 2.51101 3.37652  O8 0.937

Computed properties:
Electronic energy, a.u.: -2559.29167
LUMO energy, eV: 0.64
Highest occupied orbital energy, eV: -8.611
Kohn-Sham gap, eV: 9.250
Energy above the lowest of the compared OMol25 structures with the same formula, charge and spin, eV: 0.000

Results of the Löwdin charge analysis, in e, for atoms 1 through 8: -0.044, -0.058, -0.120, -0.050, -0.060, -0.103, -0.078, -0.041